ORCA calculation (ωB97M-V/def2-TZVPD) on a molecular structure, C24H23N5O2S4Sn.

```
59
C24H23N5O2S4Sn (ωB97M-V/def2-TZVPD)
Sn 1.87 -1.62 -1.48
S 4.20 -1.21 -1.82
C 3.69 0.46 -2.08
S 1.97 0.80 -1.88
C 4.56 1.42 -2.46
C 4.10 2.77 -2.63
N 3.70 3.84 -2.71
C 5.94 1.12 -2.66
N 7.05 0.87 -2.79
S -0.62 -1.61 -1.65
C -0.80 -0.54 -0.32
N -1.89 0.15 -0.15
C -2.06 1.03 1.01
C -0.74 1.69 1.30
N 0.28 0.65 1.49
C 1.27 0.94 2.57
C 0.60 0.87 3.92
C 0.11 -0.35 4.39
C -0.52 -0.41 5.62
C -0.65 0.74 6.39
C -0.16 1.95 5.92
C 0.46 2.02 4.68
C 0.28 -0.42 0.76
S 1.42 -1.69 0.98
C -3.02 0.19 -1.12
C -3.07 1.55 -1.76
C -4.20 2.34 -1.63
C -4.24 3.60 -2.21
C -3.14 4.07 -2.92
C -2.00 3.29 -3.05
C -1.97 2.03 -2.47
H -2.42 0.44 1.86
H -2.80 1.78 0.75
H -0.80 2.27 2.23
H -0.42 2.34 0.49
H 1.63 1.95 2.36
H 2.09 0.24 2.46
H 0.24 -1.25 3.81
H -0.89 -1.35 5.99
H -1.13 0.69 7.36
H -0.26 2.85 6.52
H 0.86 2.96 4.33
H -3.92 -0.02 -0.56
H -2.88 -0.61 -1.85
H -5.06 1.97 -1.08
H -5.13 4.21 -2.12
H -3.17 5.06 -3.37
H -1.15 3.65 -3.60
H -1.08 1.41 -2.60
N 0.96 -6.90 -2.79
C 1.98 -5.97 -2.20
C 1.35 -4.58 -2.17
O 0.18 -4.46 -2.48
O 2.18 -3.66 -1.83
H 0.80 -7.74 -2.23
H 1.20 -7.19 -3.74
H 0.09 -6.33 -2.84
H 2.89 -5.98 -2.79
H 2.22 -6.30 -1.18
```

Computed properties:
**ΔE to the lowest compared entry with this formula, charge and spin**: 0.000 eV
**Total charge**: +2
**E_LUMO**: -7.60 eV
**HOMO-LUMO gap**: 6.0 eV

Mulliken atomic charge list, values in e, 5 entries: atom 1 (Sn): 0.73, atom 2 (S): -0.27, atom 3 (C): 0.72, atom 4 (S): -0.19, atom 5 (C): 0.60


ORCA calculation (ωB97M-V/def2-TZVPD) on C24H23N5O3 in the gas phase.

```
55
C24H23N5O3 (ωB97M-V/def2-TZVPD)
C 3.21 -0.88 7.92
C 2.51 -0.71 6.61
C 2.37 0.55 6.04
C 1.72 0.72 4.83
C 1.19 -0.39 4.18
C 1.29 -1.65 4.75
C 1.95 -1.80 5.95
H 2.04 -2.78 6.39
H 0.85 -2.51 4.27
N 0.51 -0.19 2.96
C 0.47 -0.99 1.86
C -0.40 -0.40 0.96
C -0.84 0.76 1.63
N -0.29 0.87 2.81
H -1.55 1.49 1.29
C -0.86 -0.93 -0.34
O -1.40 -2.02 -0.44
N -0.67 -0.13 -1.42
C -0.04 1.17 -1.45
H 0.36 1.42 -0.47
C -1.06 2.22 -1.91
N -1.63 1.84 -3.18
C -1.28 2.55 -4.29
O -0.50 3.48 -4.24
C -1.96 2.18 -5.56
C -3.29 1.96 -5.85
C -3.36 1.83 -7.25
C -2.09 1.99 -7.71
O -1.24 2.21 -6.69
H -1.67 1.96 -8.70
H -4.24 1.66 -7.84
H -4.10 1.92 -5.15
C -2.24 0.53 -3.17
H -2.60 0.27 -4.17
C -1.22 -0.52 -2.71
H -1.69 -1.49 -2.59
H -0.41 -0.59 -3.44
H -3.09 0.54 -2.47
H -0.58 3.19 -2.03
H -1.87 2.29 -1.17
H 0.79 1.14 -2.17
N 1.28 -2.10 1.72
C 2.61 -2.18 2.07
C 3.06 -3.42 1.75
C 1.99 -4.13 1.18
C 0.91 -3.30 1.16
H -0.09 -3.45 0.81
H 2.01 -5.14 0.82
H 4.06 -3.79 1.90
H 3.11 -1.34 2.51
H 1.60 1.69 4.39
H 2.79 1.41 6.54
H 3.94 -0.09 8.08
H 3.71 -1.85 7.97
H 2.49 -0.84 8.74
```

Computed properties:
**Structure (SMILES)**: Cc1ccc(-n2ncc(C(=O)N3CCN(C(=O)c4ccco4)CC3)c2-n2cccc2)cc1
**E_LUMO**: 0.72 eV
**HOMO-LUMO gap**: 9.1 eV

Mulliken atomic charge list, values in e, 5 entries: atom 1 (C): -1.44, atom 2 (C): 0.95, atom 3 (C): -0.79, atom 4 (C): -0.49, atom 5 (C): 0.03


ORCA calculation (ωB97M-V/def2-TZVPD) on C24H23NO4S in the gas phase.

```
53
C24H23NO4S (ωB97M-V/def2-TZVPD)
C -5.02 1.97 0.41
C -4.21 0.75 -0.05
C -2.81 1.24 0.00
C -2.81 2.57 0.49
O -4.06 3.05 0.76
C -1.62 3.24 0.78
C -0.43 2.56 0.61
C -0.40 1.25 0.09
C 0.88 0.45 -0.14
C 2.22 1.19 -0.26
C 3.38 0.45 -0.03
C 4.59 1.11 0.07
C 4.66 2.51 -0.13
O 5.88 3.05 0.12
C 6.78 1.94 0.48
C 5.95 0.65 0.46
C 3.52 3.24 -0.50
C 2.32 2.54 -0.63
C -1.59 0.59 -0.20
H -5.67 2.36 -0.37
H -5.61 1.76 1.31
H -4.37 -0.10 0.62
H -4.51 0.44 -1.06
H -1.66 4.26 1.15
H 0.50 3.07 0.85
H 1.00 -0.22 0.73
H 3.34 -0.64 0.10
H 7.59 1.93 -0.25
H 7.20 2.16 1.47
H 5.95 0.17 1.45
H 6.36 -0.07 -0.25
H 3.59 4.31 -0.66
H 1.43 3.08 -0.96
H -1.60 -0.42 -0.59
C -4.24 -4.18 1.00
C -2.96 -3.72 0.37
C -1.87 -3.40 1.18
C -0.70 -2.87 0.64
C -0.61 -2.69 -0.75
S 0.89 -2.02 -1.46
N 0.70 -0.37 -1.28
O 1.98 -2.45 -0.62
O 0.84 -2.23 -2.87
C -1.68 -3.06 -1.58
C -2.83 -3.60 -1.02
H -4.99 -4.40 0.24
H -4.07 -5.08 1.59
H -4.65 -3.42 1.68
H -1.95 -3.57 2.26
H 0.14 -2.61 1.29
H 0.47 0.07 -2.17
H -1.60 -2.91 -2.66
H -3.65 -3.93 -1.67
```

Computed properties:
**ΔE to the lowest compared entry with this formula, charge and spin**: 1.328 eV
**Structure (SMILES)**: Cc1ccc(S(=O)(=O)NC(c2ccc3c(c2)CCO3)c2ccc3c(c2)CCO3)cc1
**E_LUMO**: 0.54 eV
**HOMO-LUMO gap**: 8.5 eV

Mulliken atomic charge list, values in e, 5 entries: atom 1 (C): -0.40, atom 2 (C): -0.37, atom 3 (C): 0.36, atom 4 (C): 0.04, atom 5 (O): -0.54